Entry 1:
Molecular formula: C3H4BrF
Method: DFT, ωB97M-V with the def2-TZVPD basis set

Output
**DFT total energy**: -75934.1585 eV
**Relative energy (zero: lowest compared OMol25 entry of this formula, charge and spin)**: 91.90 kJ/mol
**Gap between HOMO and LUMO**: 10.84 eV
**E_LUMO**: 0.440 eV
**Highest occupied orbital energy**: -10.40 eV

Geometry as XYZ:
```
9
Properties=species:S:1:pos:R:3:lowdin_charge:R:1
C -0.8835 -1.0751 0.3058 0.0595
C -0.4744 0.1362 0.1692 -0.3114
C 0.7079 0.7930 -0.3463 -0.5134
F -1.5030 1.2888 0.4029 -0.1146
Br 2.5100 0.0425 0.0429 0.5943
H -1.8067 -1.3810 0.8291 0.0920
H -0.1905 -1.9245 0.0023 0.1044
H 0.7670 0.6500 -1.3676 0.0255
H 0.8576 1.8344 -0.1278 0.0637
```


Entry 2:
Molecular formula: C4H13NO2
Method: DFT, ωB97M-V with the def2-TZVPD basis set

Output
**DFT total energy**: -9942.2703 eV
**Relative energy (zero: lowest compared OMol25 entry of this formula, charge and spin)**: 185.86 kJ/mol
**Gap between HOMO and LUMO**: 9.35 eV
**E_LUMO**: 0.792 eV
**Highest occupied orbital energy**: -8.56 eV

Geometry as XYZ:
```
20
Properties=species:S:1:pos:R:3:lowdin_charge:R:1
C 0.3014 -1.7896 0.4411 -0.2365
N 0.0970 -0.4137 0.8580 -0.0958
C 1.1118 0.6821 1.0020 -0.2275
O 0.8830 1.3930 2.2897 -0.1056
C -0.3797 -1.9580 -0.9002 -0.2308
C 0.5298 -1.6280 -2.1577 -0.0796
H 1.3722 -1.7667 0.4727 0.1057
H -0.1409 -2.5217 1.1418 0.1129
H -0.9078 -0.0731 1.0360 0.1555
H 0.9386 1.5152 0.1894 0.1323
H 2.1103 0.3526 0.9205 0.0862
H 0.6326 0.6921 2.8991 0.0612
H -1.1537 -1.2759 -1.0254 0.0744
H -0.6919 -2.9393 -1.0487 0.0739
H 1.3681 -2.2304 -2.0390 0.0358
H -0.0106 -1.9534 -3.0990 0.0891
H 0.7012 -0.5800 -2.1822 0.0496
H -2.6703 5.1950 -0.1759 0.0273
H -1.5789 4.4933 0.6872 0.0484
O -2.5120 4.8065 0.6905 -0.0766
```


Entry 3:
Molecular formula: C14H22GeINO5Pt
Method: DFT, ωB97M-V with the def2-TZVPD basis set

Output
**DFT total energy**: -94465.5155 eV
**Relative energy (zero: lowest compared OMol25 entry of this formula, charge and spin)**: 112.16 kJ/mol
**Charge**: -2
**Gap between HOMO and LUMO**: 5.92 eV
**E_LUMO**: 4.404 eV
**Highest occupied orbital energy**: -1.51 eV

Geometry as XYZ:
```
45
Properties=species:S:1:pos:R:3:lowdin_charge:R:1
Pt -0.0954 0.7992 -2.5480 0.8932
C 1.2674 2.9768 -1.2011 -0.2564
O 0.6666 2.5892 -2.4175 -0.5727
H 1.9007 3.8542 -1.3860 0.0599
H 1.9031 2.1925 -0.7739 0.0479
H 0.5238 3.2644 -0.4572 0.0415
O 3.0831 0.0482 4.0359 0.0014
C 1.8613 0.2636 3.5315 -0.2990
C 0.7848 0.4719 4.3999 -0.0460
C -0.4873 0.6884 3.8946 -0.1153
C -0.7110 0.7168 2.5220 -0.1171
C 0.3621 0.5216 1.6615 -0.0676
C 1.6434 0.2785 2.1382 -0.0588
C 2.7826 -0.0131 1.1709 -0.6030
O 3.9347 -0.1526 1.7130 -0.0508
O 2.5311 -0.0942 -0.0361 -0.0256
H 3.6598 -0.0638 3.1719 0.0532
H 0.9732 0.4497 5.4672 0.0966
H -1.3152 0.8376 4.5806 0.0860
H -1.7050 0.8697 2.1194 0.0939
H 0.2059 0.5522 0.5910 0.0823
N -1.8594 3.0312 0.1863 0.0856
C -2.3331 2.2336 -0.8868 -0.6787
O -1.7348 1.0783 -1.0197 -0.2676
C -3.3575 2.6726 -1.6577 -0.0373
I -0.6765 1.1479 -5.1258 0.0098
H -1.2745 2.4912 0.8090 0.0346
H -2.5930 3.5113 0.6836 0.0671
H -3.7706 3.6632 -1.5124 0.0093
H -3.6769 2.0844 -2.5051 0.0194
C -1.0560 -2.1652 0.1667 -0.2081
Ge -0.1253 -2.4783 -1.5090 0.7305
C 1.6754 -3.1488 -1.1830 -0.2183
C -1.0907 -3.9388 -2.4106 -0.2445
C -0.1995 -0.9978 -2.7861 -0.5314
H -1.2064 -3.1287 0.6604 0.0147
H -2.0209 -1.6927 -0.0169 0.0239
H -0.4810 -1.5146 0.8240 -0.0062
H 1.6414 -3.8669 -0.3620 0.0144
H 2.3426 -2.3233 -0.9149 0.0027
H 2.0577 -3.6489 -2.0743 0.0082
H -1.0671 -4.8191 -1.7631 0.0061
H -0.6216 -4.1918 -3.3631 0.0073
H -2.1316 -3.6729 -2.5998 0.0117
H -0.2104 -1.3765 -3.8172 -0.0972
```


Entry 4:
Molecular formula: C3H3ClN2O
Method: DFT, ωB97M-V with the def2-TZVPD basis set

Output
**DFT total energy**: -20704.7043 eV
**Relative energy (zero: lowest compared OMol25 entry of this formula, charge and spin)**: 466.49 kJ/mol
**Gap between HOMO and LUMO (alpha / beta)**: 7.96 / 7.96 eV
**E_LUMO (alpha / beta)**: -0.009 / -0.009 eV
**Highest occupied orbital energy (alpha / beta)**: -7.97 / -7.97 eV

Geometry as XYZ:
```
10
Properties=species:S:1:pos:R:3:lowdin_charge:R:1
C -0.2034 -0.2745 0.6642 -0.1751
C -1.4399 -0.1648 -1.4109 -0.1578
C 1.4644 -0.7710 -0.8813 -0.5015
N -1.0566 -0.0478 -0.2787 0.0722
N 1.0635 -0.8021 0.3674 -0.0975
O -1.4917 0.5706 -2.5299 0.0930
Cl 3.0086 -1.6190 -1.0858 0.4981
H -0.4357 -0.4627 1.6909 0.1094
H 1.6911 -1.2001 1.0181 0.0940
H -1.4027 1.4764 -2.4730 0.0651
```


Entry 5:
Molecular formula: C2HNO2S
Method: DFT, ωB97M-V with the def2-TZVPD basis set

Output
**DFT total energy**: -18510.6911 eV
**Relative energy (zero: lowest compared OMol25 entry of this formula, charge and spin)**: 12.30 kJ/mol
**Gap between HOMO and LUMO**: 10.10 eV
**E_LUMO**: 0.447 eV
**Highest occupied orbital energy**: -9.66 eV

Geometry as XYZ:
```
7
Properties=species:S:1:pos:R:3:lowdin_charge:R:1
C -1.4328 0.6606 -0.0241 -0.9078
C 1.5531 -1.2303 0.0729 -0.4642
N -0.5928 1.4559 0.1976 0.1385
O 1.5835 -0.4649 -0.7629 0.2116
O 1.4805 -2.0913 0.8081 0.2369
S -2.7194 -0.2203 0.0299 0.7062
H 0.1278 1.8902 -0.3216 0.0788
```


Entry 6:
Molecular formula: C23H51N5O2
Method: DFT, ωB97M-V with the def2-TZVPD basis set

Output
**DFT total energy**: -36221.5634 eV
**Gap between HOMO and LUMO**: 8.57 eV
**E_LUMO**: 0.492 eV
**Highest occupied orbital energy**: -8.07 eV

Geometry as XYZ:
```
81
Properties=species:S:1:pos:R:3:lowdin_charge:R:1
N 6.7873 -0.6472 -0.9769 0.1806
C 6.0638 -1.4776 -1.3202 -0.3451
O 5.1655 -2.2597 -1.8200 0.0613
C 3.8748 -2.0745 -1.1812 -0.2881
C 2.7490 -1.5334 -2.0445 -0.1053
N 1.6505 -1.4926 -1.0388 0.0820
C 1.9248 -2.5393 -0.1068 -0.4479
O 1.3001 -2.7342 0.8945 0.1163
C 3.1744 -3.2871 -0.5905 -0.0136
H 3.9988 -1.3725 -0.3513 0.1463
H 2.4488 -2.3142 -2.7458 0.1259
H 2.9154 -0.6003 -2.5711 0.1270
H 1.7084 -0.5985 -0.5527 0.1149
H 3.6747 -3.8508 0.1883 0.1344
H 2.8688 -3.9543 -1.4012 0.1354
C 4.3057 2.0739 -0.4128 -0.0844
C 4.7924 2.4963 -1.7916 -0.2754
N 4.4814 3.8787 -2.1005 -0.2007
C 4.6521 4.2103 -3.5039 -0.2524
C 6.0622 4.1288 -4.1002 -0.0853
C 4.9745 4.8578 -1.1461 -0.2466
C 6.4790 4.8805 -0.8509 -0.0804
H 3.2436 2.3001 -0.2885 0.0741
H 4.4482 0.9981 -0.2896 0.0422
H 4.8572 2.5640 0.3891 0.0708
H 4.2942 1.8707 -2.5399 0.1086
H 5.8664 2.2706 -1.8683 0.0990
H 4.2521 5.2145 -3.6678 0.1108
H 4.0005 3.5411 -4.0758 0.1075
H 6.6968 4.9463 -3.7608 0.0547
H 6.0029 4.1981 -5.1884 0.0694
H 6.5544 3.1861 -3.8587 0.0673
H 4.4450 4.7033 -0.2021 0.1010
H 4.6561 5.8466 -1.4852 0.1140
H 6.8723 3.8823 -0.6525 0.0679
H 6.6663 5.4852 0.0388 0.0716
H 7.0544 5.3182 -1.6651 0.0540
C -2.7222 0.6857 -0.9320 -0.0862
C -1.5699 0.3523 0.0026 -0.2685
N -1.2385 1.4413 0.9038 -0.1942
C 0.0285 1.2573 1.5868 -0.2476
C 0.1644 0.0727 2.5506 -0.0826
C -2.3366 1.9369 1.7153 -0.2419
C -3.0833 0.9336 2.6025 -0.0770
H -2.5350 1.6178 -1.4672 0.0799
H -2.8427 -0.1105 -1.6679 0.0681
H -3.6676 0.7801 -0.3948 0.0619
H -0.6850 0.1377 -0.6022 0.1017
H -1.8085 -0.5810 0.5368 0.0956
H 0.2720 2.1827 2.1165 0.1123
H 0.7992 1.1586 0.8117 0.0894
H -0.3795 0.2376 3.4802 0.0567
H 1.2156 -0.0640 2.8147 0.0718
H -0.1792 -0.8597 2.1041 0.0537
H -3.0644 2.4043 1.0466 0.1021
H -1.9577 2.7560 2.3318 0.1147
H -3.3504 0.0282 2.0548 0.0444
H -4.0130 1.3822 2.9595 0.0751
H -2.5067 0.6438 3.4797 0.0585
C -7.7062 -4.7903 2.1037 -0.0921
C -6.6001 -4.3713 1.1460 -0.2772
N -6.5360 -2.9355 0.9476 -0.2002
C -5.7126 -2.5405 -0.1809 -0.2482
C -4.2108 -2.8393 -0.1197 -0.0812
C -6.3833 -2.1429 2.1563 -0.2440
C -5.1851 -2.4422 3.0658 -0.0798
H -8.6639 -4.3698 1.7938 0.0795
H -7.7977 -5.8771 2.1102 0.0716
H -7.5057 -4.4730 3.1277 0.0635
H -6.7970 -4.8297 0.1731 0.1166
H -5.6464 -4.7943 1.5003 0.1022
H -5.8533 -1.4688 -0.3489 0.1085
H -6.1248 -3.0294 -1.0696 0.1094
H -3.6965 -2.1764 0.5763 0.0393
H -3.7653 -2.6784 -1.1038 0.0689
H -4.0060 -3.8712 0.1674 0.0688
H -7.2948 -2.2541 2.7496 0.1012
H -6.3653 -1.0887 1.8672 0.1119
H -5.0779 -3.5104 3.2602 0.0664
H -5.3268 -1.9498 4.0301 0.0741
H -4.2469 -2.0758 2.6525 0.0409
```


Entry 7:
Molecular formula: C22H22F4N4S3Ti
Method: DFT, ωB97M-V with the def2-TZVPD basis set

Output
**DFT total energy**: -95609.1763 eV
**Charge**: +2
**Gap between HOMO and LUMO**: 7.36 eV
**E_LUMO**: -6.921 eV
**Highest occupied orbital energy**: -14.28 eV

Geometry as XYZ:
```
56
Properties=species:S:1:pos:R:3:lowdin_charge:R:1
Ti 0.0455 0.1346 -0.1859 0.9987
C -0.6970 3.2406 0.2956 -0.0431
N -0.2608 1.9936 0.9693 -0.3348
C -1.2010 1.7072 2.0868 -0.0304
C 1.1158 2.2266 1.5155 -0.1443
C 1.7055 0.9217 2.0675 -0.1468
N 1.0274 -0.1763 1.3778 -0.1250
C 0.9448 -1.4665 1.9486 -0.1566
C -0.2397 -2.1554 1.7403 -0.1666
F -1.2044 -1.4951 1.0040 -0.0167
C -0.4673 -3.4244 2.2185 -0.2035
F -1.6238 -4.0233 1.9580 0.1301
C 0.5198 -4.0489 2.9608 0.1197
C 1.7066 -3.3764 3.1848 -0.1869
F 2.6715 -3.9521 3.8816 0.1479
C 1.9352 -2.0994 2.6827 -0.1337
F 3.1007 -1.4947 2.8932 0.1375
H -0.6302 4.0736 0.9981 0.1129
H -0.0486 3.4353 -0.5568 0.0983
H -1.7278 3.1389 -0.0362 0.0921
H -1.2946 2.5929 2.7196 0.1152
H -2.1864 1.4616 1.6886 0.1024
H -0.8359 0.8769 2.6850 0.0921
H 1.7182 2.6112 0.6942 0.1229
H 1.0681 2.9921 2.2945 0.1429
H 2.7810 0.8996 1.8861 0.1279
H 1.5503 0.8320 3.1448 0.1395
H 0.3687 -5.0435 3.3568 0.1564
S 2.5810 1.7779 -3.4054 1.1371
C 3.6859 1.0904 -2.2966 -0.3444
C 3.0691 0.5515 -1.2063 -0.1644
C 1.6541 0.7030 -1.2630 -0.3380
C 1.2641 1.3579 -2.4176 -0.5258
C -0.1445 1.5971 -2.7317 -0.2708
C -0.6151 2.3167 -3.8227 0.0188
C -1.9765 2.4960 -3.9743 0.0043
C -2.8547 1.9671 -3.0316 -0.0161
C -2.3236 1.2757 -1.9675 -0.1428
N -1.0018 1.0861 -1.8165 -0.0235
H 4.7416 1.1211 -2.5171 0.0890
H 3.6069 0.0603 -0.4082 0.1145
H 0.0800 2.7340 -4.5386 0.1221
H -2.3549 3.0558 -4.8192 0.1321
H -3.9235 2.0961 -3.1170 0.1257
H -2.9642 0.8531 -1.2011 0.1197
S 0.4630 -2.0411 -1.4921 0.7818
C -0.8878 -2.7607 -2.2300 -1.0185
N -0.7745 -3.8285 -2.9874 -0.0295
C -1.9756 -4.2889 -3.6948 -0.1673
C -3.1622 -3.6789 -2.9462 -0.3615
S -2.5081 -2.1905 -2.1200 0.9949
H 0.1369 -4.2299 -3.1625 0.1600
H -2.0128 -5.3758 -3.6725 0.1365
H -1.9311 -3.9559 -4.7326 0.1340
H -3.5635 -4.3489 -2.1899 0.0923
H -3.9554 -3.3830 -3.6271 0.0918
```